Record 1
{
  "formula": "C59H34BrF9N9PZr",
  "method": "ωB97M-V with the def2-TZVPD basis set",
  "charge": 2,
  "molar_mass_g_mol": 1242.07,
  "lumo_energy_ev": -7.830,
  "symbols": ["Zr", "C", "C", "C", "C", "C", "N", "C", "N", "C", "C", "C", "C", "C", "C", "C", "C", "N", "C", "N", "C", "N", "C", "N", "C", "N", "C", "C", "C", "C", "C", "C", "C", "C", "C", "C", "C", "C", "N", "C", "C", "H", "H", "H", "H", "H", "H", "H", "H", "H", "H", "H", "H", "H", "H", "H", "H", "C", "C", "C", "C", "C", "Br", "N", "C", "H", "H", "H", "H", "H", "H", "F", "C", "F", "F", "C", "C", "C", "C", "C", "C", "P", "C", "C", "C", "C", "C", "C", "C", "F", "F", "F", "C", "C", "C", "C", "C", "C", "C", "F", "F", "F", "H", "H", "H", "H", "H", "H", "H", "H", "H", "H", "H", "H"],
  "coordinates": [[0.75412, 0.78233, 0.23237], [3.12535, 4.38958, 5.33535], [4.33200, 3.69076, 5.15774], [4.50671, 2.80934, 4.10366], [3.44498, 2.63339, 3.22716], [3.31175, 1.82837, 2.02691], [2.07121, 2.04507, 1.52573], [1.41048, 2.92423, 2.32626], [-1.15696, 3.71326, 1.98165], [-1.98447, 3.53237, 0.91939], [-3.46623, 3.62581, 0.83635], [-4.46082, 4.05211, 1.68635], [-5.78236, 3.94424, 1.23750], [-6.07445, 3.41369, -0.00783], [-5.05533, 2.95291, -0.85085], [-3.76794, 3.06882, -0.40644], [-2.47223, 2.63531, -0.99227], [-2.32438, 1.91862, -2.05593], [-1.15611, 1.37538, -2.48582], [0.02857, 1.04009, -1.81252], [0.90517, 0.48376, -2.79778], [2.17011, 0.06759, -2.69401], [2.99865, 0.05297, -1.69832], [2.75088, 0.45555, -0.36799], [3.98282, 0.49211, 0.29762], [4.23719, 1.04710, 1.44961], [4.99254, -0.09208, -0.57574], [6.34260, -0.33193, -0.36536], [7.06917, -0.83486, -1.43149], [6.46720, -1.06924, -2.67721], [5.12254, -0.80917, -2.88778], [4.39495, -0.32615, -1.81053], [0.21032, 0.41026, -4.04709], [0.60103, -0.11300, -5.27677], [-0.32947, -0.07336, -6.29689], [-1.61195, 0.48107, -6.10486], [-1.99087, 1.00717, -4.88584], [-1.05119, 0.95745, -3.85516], [-1.45240, 3.03188, -0.18630], [2.22937, 3.33527, 3.40275], [2.06615, 4.22775, 4.46529], [3.02988, 5.07350, 6.17043], [5.14195, 3.85133, 5.85895], [5.43917, 2.27252, 3.96231], [-4.25553, 4.45957, 2.66770], [-6.58859, 4.28104, 1.87787], [-7.10640, 3.33776, -0.32722], [-5.27742, 2.51558, -1.81761], [6.80598, -0.12904, 0.59371], [8.12543, -1.04279, -1.30797], [7.07112, -1.45663, -3.48922], [4.65446, -0.96689, -3.85257], [1.58917, -0.53548, -5.42279], [-0.06849, -0.47620, -7.27002], [-2.31127, 0.49265, -6.93254], [-2.97158, 1.44312, -4.73137], [1.13990, 4.77208, 4.60988], [-2.00051, 5.30052, 3.70177], [-1.55131, 3.90739, 3.36432], [-1.32881, 2.95380, 4.28006], [-0.72625, 1.60783, 4.16157], [-0.39252, 1.03941, 3.00940], [0.56815, -0.63716, 2.97513], [-0.39463, 1.52371, 1.73798], [0.03508, 2.95717, 1.70939], [-2.45889, 5.33696, 4.69073], [-2.70539, 5.69950, 2.96969], [-1.13882, 5.97617, 3.69279], [-1.57467, 3.24044, 5.29813], [-0.54669, 1.06012, 5.07785], [0.25869, 3.24011, 0.69219], [0.18637, -7.17162, 3.77916], [1.24246, -6.65898, 3.13530], [2.18805, -6.36873, 4.04118], [1.72990, -7.60344, 2.31854], [0.85684, -5.42955, 2.35026], [1.79654, -4.43679, 2.13265], [1.44619, -3.31952, 1.38793], [0.16425, -3.19654, 0.85784], [-0.76612, -4.20940, 1.06334], [-0.41825, -5.32346, 1.81586], [-0.19561, -1.80600, -0.26585], [-1.98443, -1.50228, -0.12475], [-2.82020, -1.15642, -1.18319], [-4.18143, -0.98885, -0.97160], [-4.70513, -1.12153, 0.30323], [-3.87376, -1.38149, 1.38061], [-2.51821, -1.57231, 1.16563], [-6.19828, -1.03430, 0.49366], [-6.71452, -0.00281, -0.20243], [-6.79471, -2.14587, 0.04963], [-6.52203, -0.87057, 1.78221], [0.22710, -2.60656, -1.85713], [1.58987, -2.69498, -2.13530], [2.04080, -3.28410, -3.30416], [1.12190, -3.79322, -4.20699], [-0.23113, -3.77121, -3.91724], [-0.68093, -3.18461, -2.74151], [1.58524, -4.32261, -5.53789], [2.85975, -4.72809, -5.48852], [0.83039, -5.34771, -5.94479], [1.49979, -3.35453, -6.47575], [2.79229, -4.53244, 2.54839], [2.19062, -2.54899, 1.21230], [-1.76388, -4.14112, 0.64212], [-1.14174, -6.11149, 1.98670], [-2.42972, -1.01507, -2.18118], [-4.83352, -0.75432, -1.80660], [-4.28723, -1.47311, 2.37736], [-1.88275, -1.82556, 2.00565], [2.31864, -2.30264, -1.43443], [3.10279, -3.34330, -3.51427], [-0.94012, -4.21688, -4.60610], [-1.73601, -3.22095, -2.52134]],
  "forces_ev_per_angstrom": [[-0.45, -0.24, -0.47], [-0.29, 0.10, -0.06], [0.12, -0.18, -0.16], [0.18, 0.08, 0.27], [0.36, -0.33, -0.39], [1.58, -0.55, 0.23], [-0.98, 0.63, 0.30], [0.26, -0.33, -0.45], [-0.41, 0.33, 0.16], [-0.14, 0.44, 0.73], [0.45, 0.05, 0.18], [-0.09, 0.07, 0.14], [0.00, 0.00, 0.02], [-0.02, -0.07, -0.06], [-0.36, -0.09, -0.17], [0.33, -0.18, -0.26], [-0.01, 0.37, 0.70], [0.89, -0.70, -0.73], [-0.08, 0.31, 0.64], [-0.09, 0.26, -0.35], [1.93, -0.59, 0.72], [-3.17, 0.78, -1.55], [1.60, 0.17, 2.24], [0.74, -0.03, -1.08], [0.12, -0.90, -1.05], [-0.88, 1.17, 1.05], [-0.46, 0.50, 0.86], [0.52, -0.13, -0.10], [-0.05, 0.15, 0.43], [-0.43, -0.03, -0.39], [0.62, -0.26, -0.39], [-1.15, 0.21, 0.00], [-0.05, -0.20, -0.64], [0.13, 0.06, 0.28], [-0.35, 0.10, -0.17], [0.19, -0.14, -0.20], [-0.01, 0.08, 0.10], [-0.29, -0.06, -0.33], [-0.27, -0.31, -0.54], [-0.20, -0.05, -0.29], [0.08, 0.20, 0.40], [0.01, -0.05, -0.06], [-0.05, -0.01, -0.03], [-0.11, 0.07, 0.02], [-0.06, -0.08, -0.11], [0.05, -0.02, -0.04], [0.05, 0.02, 0.01], [-0.01, 0.03, 0.08], [-0.06, -0.02, -0.10], [-0.07, 0.01, -0.01], [-0.04, 0.04, 0.05], [0.05, 0.00, 0.05], [-0.11, 0.04, 0.05], [-0.06, 0.04, 0.09], [0.07, 0.00, 0.04], [0.10, -0.06, 0.00], [0.07, -0.02, -0.02], [0.01, 0.00, -0.06], [-0.02, 0.05, -0.36], [0.23, -0.39, 0.12], [-0.59, 0.69, 0.20], [0.55, -0.39, -0.14], [-0.05, -0.07, 0.10], [-0.19, 0.37, 0.35], [0.10, -0.54, 0.59], [0.04, -0.02, -0.09], [0.08, -0.02, 0.06], [-0.04, -0.04, 0.01], [0.01, -0.05, -0.07], [-0.03, 0.10, -0.03], [0.18, -0.04, -0.31], [0.11, -0.04, 0.00], [-0.03, 0.10, 0.01], [-0.06, -0.12, -0.02], [-0.01, -0.02, 0.08], [-0.09, 0.01, -0.04], [0.08, 0.17, -0.05], [0.12, -0.02, -0.01], [0.03, 0.08, 0.01], [-0.05, -0.14, 0.05], [-0.14, 0.02, -0.06], [0.21, -0.51, -0.13], [0.03, -0.06, 0.23], [-0.04, 0.03, -0.10], [0.08, 0.11, -0.17], [-0.01, 0.02, 0.02], [0.06, -0.07, 0.06], [-0.11, -0.07, 0.06], [0.04, 0.07, -0.02], [0.01, 0.01, 0.09], [-0.04, -0.02, 0.05], [-0.06, 0.03, -0.12], [-0.06, 0.21, -0.09], [0.04, -0.10, 0.04], [0.09, 0.02, 0.07], [0.01, 0.07, 0.04], [-0.20, 0.03, 0.05], [0.02, -0.04, -0.02], [0.01, -0.11, 0.09], [-0.08, 0.03, -0.10], [0.08, 0.05, -0.07], [0.04, -0.07, 0.01], [-0.06, 0.03, -0.04], [0.00, 0.02, 0.01], [0.09, -0.03, 0.04], [0.03, 0.05, -0.01], [0.05, -0.13, -0.08], [0.06, -0.03, 0.07], [0.04, 0.03, -0.05], [-0.05, 0.02, -0.03], [-0.04, -0.08, -0.01], [-0.09, 0.02, 0.04], [0.05, 0.04, 0.07], [-0.13, 0.11, 0.05]]
}

Record 2
{
  "formula": "C2H5NS",
  "method": "ωB97M-V with the def2-TZVPD basis set",
  "molar_mass_g_mol": 75.14,
  "lumo_energy_ev": 0.473,
  "symbols": ["C", "C", "N", "S", "H", "H", "H", "H", "H"],
  "coordinates": [[1.50733, -0.83373, -0.02140], [0.31169, 0.06599, 0.01622], [0.37956, 1.40165, -0.02475], [-1.28584, -0.36020, -0.00878], [1.77076, -1.29489, 1.14605], [1.64956, -1.57100, -0.82646], [2.35344, -0.20950, 0.00154], [-0.29226, 2.13256, 0.36266], [1.52097, 1.50094, -0.33891]],
  "forces_ev_per_angstrom": [[0.95, -0.77, 3.50], [-4.15, -0.35, -0.11], [7.02, 1.06, -0.79], [-0.39, -1.79, 0.37], [-1.50, 0.75, -3.40], [-0.74, 0.23, 0.60], [1.47, 1.03, -0.63], [1.47, -1.83, -1.06], [-4.14, 1.67, 1.52]]
}

Record 3
{
  "formula": "C2H5NO",
  "method": "ωB97M-V with the def2-TZVPD basis set",
  "molar_mass_g_mol": 59.07,
  "lumo_energy_ev": [-0.010, 0.230],
  "symbols": ["C", "C", "N", "O", "H", "H", "H", "H", "H"],
  "coordinates": [[-0.72290, -0.23512, -0.35273], [0.63204, -0.71469, -0.28379], [-1.83799, 2.28827, 0.18311], [-1.03397, 1.08701, 0.15757], [-1.29259, -0.41050, -1.24813], [1.29181, 0.11268, -0.46762], [0.78152, -1.43623, -1.13146], [0.95834, -1.12249, 0.71016], [-2.56215, 2.11821, -0.48098]],
  "forces_ev_per_angstrom": [[-3.54, 4.07, -0.41], [1.40, -0.85, 0.59], [2.12, -2.88, 0.28], [1.47, -0.41, 0.72], [-0.44, -0.45, -0.10], [0.58, 0.53, -0.16], [-0.11, 0.41, 1.08], [-0.43, 0.03, -0.91], [-1.03, -0.45, -1.08]]
}

Record 4
{
  "formula": "C5H8O",
  "method": "ωB97M-V with the def2-TZVPD basis set",
  "molar_mass_g_mol": 84.12,
  "lumo_energy_ev": 1.009,
  "symbols": ["C", "C", "C", "C", "C", "O", "H", "H", "H", "H", "H", "H", "H", "H"],
  "coordinates": [[-0.66729, 1.44379, -0.79359], [-0.38694, 0.10906, -0.18928], [0.66051, -0.90292, -0.69549], [0.17598, -1.30956, 0.67271], [0.42453, -0.01969, 1.33952], [-1.38113, -0.80752, 0.10065], [-1.07175, 1.33198, -1.80398], [0.26891, 2.01062, -0.84151], [-1.39160, 1.97715, -0.17491], [0.34868, -1.57809, -1.49302], [1.68512, -0.52602, -0.79750], [-0.06032, -2.26970, 1.08994], [-0.02482, 0.11520, 2.33741], [1.42012, 0.42571, 1.24906]],
  "forces_ev_per_angstrom": [[-0.16, 0.11, -0.07], [1.11, 1.59, 0.66], [-0.03, -0.01, -0.02], [-1.32, -0.79, -0.33], [-0.76, 0.51, -0.92], [1.38, -0.78, 1.04], [0.02, 0.00, 0.06], [-0.23, -0.01, -0.03], [0.07, 0.04, -0.09], [-0.07, 0.37, -0.04], [-0.18, -0.31, 0.20], [0.46, -0.55, 0.19], [-0.22, 0.31, -0.79], [-0.07, -0.48, 0.13]]
}

Record 5
{
  "formula": "C5H8O2",
  "method": "ωB97M-V with the def2-TZVPD basis set",
  "molar_mass_g_mol": 100.12,
  "lumo_energy_ev": 0.786,
  "symbols": ["C", "C", "C", "C", "C", "O", "O", "H", "H", "H", "H", "H", "H", "H", "H"],
  "coordinates": [[0.66288, 1.05641, -1.76992], [1.30076, 0.49839, -0.74801], [0.78563, 0.44215, 0.66396], [-0.72017, 0.28543, 0.80029], [-1.30193, -1.08432, 0.56518], [-2.45756, -1.29241, 0.31856], [-0.38965, -2.07277, 0.69833], [-0.34673, 1.40491, -1.58980], [1.11687, 1.09872, -2.75089], [2.27259, 0.05599, -0.93206], [1.11433, 1.27079, 1.24791], [1.24497, -0.42603, 1.14510], [-1.25792, 0.99740, 0.17281], [-1.16504, 0.65498, 1.72562], [-0.85904, -2.88963, 0.45293]],
  "forces_ev_per_angstrom": [[-0.01, -0.44, 0.55], [-0.02, 0.28, -0.31], [-0.18, -1.49, 0.17], [-0.69, 0.80, -0.20], [0.27, 0.39, 0.01], [-0.10, -0.17, -0.08], [-0.32, -0.22, -0.28], [0.05, 0.32, -0.48], [-0.24, 0.05, -0.03], [0.15, 0.10, 0.15], [0.30, 0.91, 0.26], [0.02, 0.09, 0.02], [0.05, -0.32, -0.62], [0.58, -0.41, 0.66], [0.14, 0.11, 0.18]]
}

Record 6
{
  "formula": "C8H10",
  "method": "ωB97M-V with the def2-TZVPD basis set",
  "molar_mass_g_mol": 106.17,
  "lumo_energy_ev": 1.032,
  "symbols": ["C", "C", "C", "C", "C", "C", "C", "C", "H", "H", "H", "H", "H", "H", "H", "H", "H", "H"],
  "coordinates": [[-1.91728, 1.36413, 1.15288], [-1.54575, 0.79362, -0.15770], [-0.17878, 0.22138, -0.22621], [0.99309, 1.04396, -0.22251], [2.24516, 0.42300, 0.04234], [2.35119, -0.93287, -0.01276], [1.20893, -1.72717, -0.22598], [-0.02968, -1.21786, -0.21259], [-2.95039, 1.73389, 1.13493], [-1.68932, 0.79560, 1.99264], [-1.34586, 2.17978, 1.23586], [-1.79606, 1.66212, -0.87522], [-2.22419, 0.02183, -0.51573], [0.76296, 2.09052, -0.32586], [3.06130, 1.12700, 0.07806], [3.28167, -1.37718, 0.08514], [1.36673, -2.79444, -0.43649], [-0.88921, -1.86928, -0.26865]],
  "forces_ev_per_angstrom": [[-2.43, -0.80, -0.62], [-1.24, 0.56, -2.61], [1.81, -0.56, 0.04], [-1.81, -2.54, 0.84], [-1.42, 2.19, -1.25], [-1.59, 0.05, -0.20], [2.26, -1.37, 0.06], [-1.21, 2.70, -0.32], [0.09, -0.39, 0.27], [0.00, -1.46, 1.45], [2.20, 3.45, 0.65], [1.04, -1.26, 0.52], [-0.28, -0.20, 0.27], [0.69, 0.39, 0.12], [0.57, -0.38, 0.31], [1.64, -0.88, 0.09], [-0.13, 0.39, 0.45], [-0.19, 0.10, -0.08]]
}

Q: Which maximum force values were calculated for the entries above? A: 3.61; 7.15; 5.42; 2.05; 1.51; 4.15, in eV/A.
Q: Which DFT total energy values were calculated for the entries above? A: -6622.41393; -532.06643; -208.98393; -270.41649; -345.78621; -310.80197, in hartree.
Q: Which ΔE to the lowest compared entry with this formula, charge and spin values were calculated for the entries above? A: 364.6; 199.9; 625.9; 371.3; 49.2; 88.5, in kJ/mol.